C4H3N3O3S | ωB97M-V with the def2-TZVPD basis set

The geometry in XYZ format:
```
14
Properties=species:S:1:pos:R:3
O -1.161 -2.486 1.648
C -0.130 -2.272 1.007
O 0.897 -3.174 0.825
C -0.146 -0.880 0.471
C -1.319 -0.083 0.479
N -1.323 1.133 -0.092
C -0.271 1.589 -0.785
S -0.260 3.098 -1.780
O 1.413 3.375 -2.056
N 0.866 0.770 -0.835
N 0.971 -0.422 -0.220
H 0.931 -3.757 1.588
H -2.290 -0.380 0.954
H 1.822 3.487 -1.202
```

Properties
HOMO-LUMO gap = 8.7 eV
structure (SMILES) = O=C(O)c1cnc(SO)nn1
largest force on an atom = 4.43 eV/A
highest occupied orbital energy = -9.52 eV